Record 1
The following is a quantum chemistry calculation of an isolated molecule of C2H4O2, from the Open Molecules 2025 dataset.

The geometry in XYZ format:
```
8
Properties=species:S:1:pos:R:3
O 1.0834 -1.0363 -0.0054
C 0.9184 0.1111 -0.0966
C -0.4619 0.4187 -0.0702
O -1.2565 -0.8010 -0.0659
H 1.7113 0.8629 -0.1795
H -0.5037 0.7370 1.1197
H -0.8096 1.3160 -0.5474
H -0.6816 -1.6085 -0.1546
```

Spin multiplicity = 1
Structure (SMILES) = O=CCO

Mulliken atomic charge list, values in e, 2 entries: atom 1 (O): -0.506, atom 2 (C): 0.091

Record 2
The following is a quantum chemistry calculation of a 14-piece molecular cluster, C4H34NO16 overall, from the Open Molecules 2025 dataset.

The geometry in XYZ format:
```
55
Properties=species:S:1:pos:R:3
C -3.2539 -1.5098 0.4411
N -2.6093 -0.3850 -0.2497
C -1.8982 0.5531 0.7199
C -2.4438 1.9827 0.3539
O -1.4907 3.0580 0.3188
C -0.2618 0.3023 0.8263
O 0.1647 -0.8506 0.9885
O 0.4546 1.3203 0.9746
H -4.1722 -1.0922 0.8046
H -2.7513 -1.8022 1.3373
H -3.4939 -2.2395 -0.2807
H -1.7930 -0.7236 -0.7586
H -2.1124 0.2928 1.7462
H -2.8875 1.8670 -0.6153
H -3.2382 2.2225 1.1179
H -0.5998 2.6505 0.3710
H -0.1153 -0.3644 3.7835
H -0.7794 1.1256 4.2599
O -0.6417 0.1514 4.4438
H 1.4018 1.9322 4.1028
H 0.3908 1.8652 2.9296
O 0.7082 2.3272 3.7436
H 1.7893 3.3301 1.7652
H 1.9716 3.7905 0.3618
O 1.9228 4.1698 1.2457
H -0.2346 -2.4411 0.6780
H 0.6195 -3.5860 0.8961
O -0.0829 -3.3647 0.3439
H -1.1236 -3.7900 -1.0644
H -1.9909 -3.4447 -2.1384
O -1.6898 -4.2425 -1.7099
H 4.5343 -1.4547 -1.2853
H 3.2789 -0.4510 -1.5275
O 4.2065 -0.6937 -1.7149
H 1.9256 -2.0886 -3.1216
H 0.7222 -2.5774 -2.4289
O 0.9801 -2.1342 -3.2353
H 1.0459 3.8301 -2.5711
H 0.7263 2.5161 -3.4302
O 1.1119 3.4007 -3.3881
H 1.0586 0.2607 -1.8585
H 1.5595 1.2343 -0.7296
O 1.7278 0.4774 -1.2402
H 2.8380 -0.5110 2.9599
H 1.3595 -0.7004 2.4692
O 1.8740 -0.5640 3.2904
H -3.2178 -0.6846 -2.3303
H -2.0438 -1.2085 -2.8819
O -2.9423 -1.2361 -3.0461
H 2.6216 0.0208 0.7283
H 4.1061 0.0463 0.5649
O 3.3994 -0.0961 1.2770
H -0.7269 0.0767 -2.1585
H 0.2316 -0.7046 -3.1927
O -0.1363 0.1370 -2.8863
```

Charge = -1
Spin multiplicity = 1

Mulliken atomic charge list, values in e, 2 entries: atom 1 (C): -1.144, atom 2 (N): -0.042

What are the HOMO energy values for these records? In order: -10.2; -7.1 eV.
What are the largest force on an atom values for these records? In order: 6.24; 7.23 eV/A.